This record from the Open Molecules 2025 dataset describes C32H84F3N12O10P4V as an isolated structure. The level of theory is ωB97M-V with the def2-TZVPD basis set.

Results
Charge: +1
Multiplicity: 2
E_tot, eV: -143898.322
E_HOMO (spin up / spin down), eV: -10.41 / -10.41
Gap between HOMO and LUMO (spin up / spin down), eV: 9.1 / 9.1

The geometry in XYZ format:
```
146
Properties=species:S:1:pos:R:3:forces:R:3
V -0.5762 0.0328 0.4923 -1.440 -0.559 -0.214
P 1.5192 -1.3077 -2.4165 1.019 -2.505 -2.307
P -0.8325 3.4058 -0.6366 -2.029 3.157 -1.515
P -0.4295 -3.2495 1.8849 0.011 -2.676 1.667
P 2.6541 0.6399 2.1896 2.715 0.030 -0.822
F -3.4497 3.0767 3.2024 -0.212 0.185 -1.872
F -4.7372 1.5317 3.9046 -2.657 -0.529 0.293
F -2.8965 1.9828 4.8400 0.705 -0.891 1.066
O -1.5841 0.6114 2.3672 1.741 1.259 -0.237
O -0.2412 -1.9710 1.1431 0.260 -0.187 0.209
O -1.6221 -0.4969 -0.5438 0.790 0.833 1.282
O -2.9472 0.8215 -3.5716 -0.285 0.080 2.145
O -3.1855 -1.3238 -2.8294 -0.963 2.724 -2.901
O -3.8461 -0.5778 -4.9122 -0.845 -1.949 -0.186
O 1.4689 0.2763 1.3461 0.129 0.473 0.624
O -3.5392 0.2376 1.6349 -1.033 0.287 1.861
O 0.9275 -0.5288 -1.3135 -0.065 0.021 0.493
O -0.4576 1.9933 -0.3901 0.310 -0.903 -0.289
N 3.1224 -1.8494 -2.1803 -1.628 -0.340 0.182
N 0.6827 -2.7860 -2.8350 1.019 1.327 1.549
N 1.6315 -0.4524 -3.8691 -0.533 1.079 0.572
N -0.3002 4.1312 -2.1837 -0.475 -2.152 2.523
N 2.4930 1.6477 3.5119 0.708 -0.257 -0.539
N 3.4506 -0.7342 2.7859 -1.000 0.964 0.728
N -0.2313 4.4368 0.5109 0.690 1.161 -0.498
N -1.7718 -4.1451 1.3476 0.576 1.808 0.611
N -2.5417 3.6307 -0.5258 2.948 -0.160 0.397
N 0.8771 -4.3876 1.7640 0.576 0.393 0.687
N -0.5966 -3.0117 3.5779 1.500 -0.076 -0.461
N 3.8523 1.4048 1.1872 -0.223 -0.293 -0.100
C 4.0811 -1.1618 -1.3632 -0.055 -0.468 -0.069
C -5.0356 -0.4203 0.0274 -0.783 -0.749 0.741
C -3.7756 0.6258 -5.6321 0.404 0.505 -0.600
C 3.5578 -1.9651 2.0485 0.412 -0.604 0.018
C -3.1713 4.9398 -0.3334 1.588 -0.709 0.030
C -0.5425 4.1254 1.9015 -0.822 -0.223 -0.230
C 1.1865 -5.3481 2.8780 -0.907 0.733 -0.313
C 0.6446 3.3914 -3.0255 0.795 1.934 -0.319
C -0.4429 -3.2299 -2.0350 -0.084 0.310 0.649
C -3.4406 2.5866 -0.8932 -0.097 -0.593 0.288
C 0.6456 -3.3750 -4.1433 -0.792 1.433 -0.906
C 2.7330 3.0978 3.3909 0.531 -0.202 -0.524
C 3.5341 2.3827 0.1479 -1.412 -0.675 0.606
C -3.3644 -0.4325 -3.6762 1.414 -2.901 2.069
C -2.5406 2.6982 -4.7847 -1.332 1.430 -0.168
C -1.9186 -5.5696 1.5677 0.008 -0.456 -0.193
C 5.2611 1.4472 1.5687 0.508 -1.053 0.924
C -3.0710 -3.3975 1.3766 0.642 -0.479 -0.399
C -3.5119 1.8244 3.6573 2.954 -0.297 0.047
C 2.7819 -0.5969 -4.7784 -1.123 -1.007 0.451
C 0.3905 -2.1266 4.2304 -0.038 -0.285 -0.226
C -1.7178 -3.3803 4.4277 -0.701 -0.506 -0.982
C -2.8593 0.5729 2.8923 1.637 -0.403 -3.608
C -3.5937 1.6279 -4.5348 1.381 0.983 -0.190
C 1.5347 1.2848 4.5383 -0.594 0.656 -0.120
C 1.5311 -4.8013 0.5061 -1.069 1.486 -0.858
C -0.7429 5.4753 -2.6582 -1.068 -1.625 0.574
C 4.4281 -0.7248 3.8920 0.110 0.945 -0.474
C -4.9490 -0.0499 1.5021 1.468 0.443 -0.342
C 1.0276 5.1976 0.3840 0.828 -1.130 -0.536
C 3.6498 -3.0789 -2.7720 -0.794 -0.120 -0.119
C 0.3761 0.0862 -4.4747 0.933 -0.218 1.404
H 0.2489 3.2242 -4.0273 -0.154 -0.432 0.053
H -3.9288 2.9139 -1.8112 -0.413 -0.553 -0.205
H 4.6452 -3.3274 -2.4040 0.202 0.671 -0.244
H 4.5904 -1.6767 4.3976 -0.651 -0.326 -0.322
H -0.2929 5.7445 -3.6138 0.642 0.100 0.466
H -0.2699 -3.0177 -4.6148 -0.520 -0.139 -0.311
H 1.7366 -4.9239 3.7180 -0.045 0.396 -0.069
H 5.3745 1.6438 2.6348 0.135 0.447 0.062
H -2.3464 3.2855 -3.8873 -0.097 -0.278 0.339
H -2.4224 -5.8096 2.5040 0.005 0.047 0.261
H -3.2055 -2.8110 0.4677 0.135 0.051 0.055
H 4.7927 -0.6655 -2.0230 0.112 0.834 0.342
H -0.3200 3.0801 2.1158 0.014 -0.075 0.343
H 2.0021 3.5526 2.7223 0.053 0.259 0.118
H 4.6585 -1.9538 -0.8862 0.073 0.277 0.569
H 2.6522 -1.6221 -5.1252 1.131 -0.042 -0.586
H 3.6945 -2.7208 2.8221 -0.775 -0.562 -0.183
H 3.5405 -0.5741 -0.6214 0.532 0.465 -0.089
H 1.1610 5.8005 -0.5142 -0.752 0.357 0.170
H 3.7442 3.3009 3.0382 -0.062 -0.247 -0.526
H -4.5619 2.0142 -4.2163 0.139 0.181 0.562
H -4.0896 4.9171 -0.9202 -0.023 0.539 0.220
H -5.5239 0.8425 1.7497 -0.236 -0.162 0.081
H 2.4768 2.2275 -0.0673 -0.243 0.336 -0.114
H -0.9758 -6.1158 1.5375 0.017 0.286 -0.044
H 1.6891 -3.9318 -0.1318 -0.151 0.338 -0.049
H -1.8028 5.4114 -2.9045 -0.280 0.013 -0.048
H -0.1518 0.6620 -3.7146 -0.130 -0.071 0.102
H 3.0946 -3.9634 -2.4599 -0.529 0.049 -0.272
H 2.7676 3.6317 4.3406 -0.648 -0.501 0.317
H -1.9464 -4.4441 4.3629 -0.168 -0.100 -0.355
H 0.5472 1.5862 4.1888 -0.433 -0.312 0.168
H -3.8542 -4.1543 1.4202 -0.115 0.219 0.133
H -4.1999 -0.0121 -0.5410 -0.419 0.143 -0.012
H -2.5423 -5.9844 0.7759 -0.014 0.028 -0.125
H 3.6825 3.3872 0.5442 0.177 0.204 -0.383
H -1.5620 2.3816 -5.1456 -0.387 -0.473 -0.256
H -2.5674 -2.8005 4.0668 -0.437 -0.165 0.770
H 0.0093 4.7987 2.5576 -0.163 -0.146 -0.016
H -2.7288 -0.2427 3.6035 -1.474 -0.186 0.619
H 1.2490 5.7325 1.3076 -0.475 0.399 -0.296
H 4.1572 -0.0104 4.6694 0.119 0.176 -0.258
H 5.9404 2.0794 0.9968 -0.870 0.813 -0.126
H 1.5428 0.2162 4.7527 0.161 0.219 0.109
H 0.1312 -1.0865 4.0328 0.417 0.062 -0.239
H 0.4489 -2.2441 5.3125 -0.714 -0.294 0.113
H -1.5573 -3.2522 5.4982 0.386 0.584 -0.254
H 0.8472 -5.4225 -0.0722 0.228 -0.505 -0.043
H 1.3945 -2.9495 -4.8113 0.387 -0.735 0.210
H 5.3879 -0.4845 3.4345 0.316 0.201 0.476
H 1.4321 4.1345 -3.1506 0.559 -0.112 -0.517
H -0.3473 -2.8592 -1.0145 -0.213 0.221 -0.198
H -6.0385 -0.1546 -0.3067 0.184 0.092 -0.577
H -0.2708 -0.7416 -4.7650 -0.124 0.195 -0.624
H 1.1857 2.5287 -2.6369 -0.845 -0.221 0.447
H 1.8773 4.5216 0.2884 0.135 -0.344 0.131
H -2.8458 0.7107 -6.1947 -0.078 -0.704 -0.566
H 4.5056 -2.0743 1.5213 0.218 0.495 -0.479
H 2.5335 -5.2273 0.5493 -0.242 -0.271 0.829
H 1.7445 1.9079 5.4077 0.107 -0.431 0.267
H -0.4864 -4.3149 -1.9397 0.208 -0.230 -0.273
H -3.1195 -2.7412 2.2455 -0.232 0.044 -0.138
H -4.6576 0.7008 -6.2680 0.170 0.180 0.118
H -2.4295 5.6569 -0.6849 -0.645 0.502 -0.033
H 0.2367 -5.7312 3.2510 0.247 -0.314 0.279
H 0.5326 -4.4591 -4.1431 0.709 -0.050 0.173
H -3.0145 3.4249 -5.4445 0.415 0.129 -0.505
H 2.6821 0.0321 -5.6630 0.043 0.297 0.340
H 2.7398 -2.1668 1.3569 -0.106 0.080 0.279
H -1.6140 4.2837 2.0231 0.049 -0.149 0.447
H 1.4022 -2.4310 3.9623 0.112 0.516 -0.682
H 3.7171 -0.4421 -4.2404 -0.034 -0.042 -0.309
H 0.6663 0.8001 -5.2456 -0.257 -0.381 -0.313
H 4.0254 2.2117 -0.8100 0.505 -0.033 0.220
H -4.1561 2.4184 -0.0884 -0.353 0.147 -0.066
H -0.7022 6.2011 -1.8461 0.607 0.288 -0.322
H -3.2993 5.1132 0.7351 -0.617 0.160 -0.033
H -1.3765 -2.8840 -2.4786 -0.209 0.024 0.163
H 3.6249 -2.9644 -3.8557 0.386 -0.583 -0.034
H -4.9583 -1.5068 -0.0129 0.029 -0.005 -0.418
H -5.2058 -0.9037 2.1291 -0.316 0.138 0.242
H -2.9335 1.6265 -0.9889 0.089 0.187 -0.392
H 5.8098 0.5153 1.4321 -0.477 -0.710 -0.072
H 1.8041 -6.1631 2.5005 -0.274 0.034 -0.186
```
Forces are in eV/Å.

This record from the Open Molecules 2025 dataset describes a 8-piece molecular cluster, C32H84N4O16 overall. The level of theory is ωB97M-V with the def2-TZVPD basis set.

Results
E_tot, eV: -73252.305
E_HOMO, eV: -8.45
Gap between HOMO and LUMO, eV: 8.7
SMILES string: COCCNCCOC.COCCNCCOC.COCCNCCOC.COCCNCCOC.OCCO.OCCO.OCCO.OCCO

The geometry in XYZ format:
```
136
Properties=species:S:1:pos:R:3:forces:R:3
O -6.0427 5.4286 10.5382 0.875 -0.051 1.548
O 0.7561 3.5095 -1.0860 -0.210 2.070 -0.634
O 1.7792 -3.3211 0.7779 0.749 -0.422 1.851
O 2.1257 1.8077 2.9250 0.114 -0.611 -0.398
O 4.0535 -2.8299 -3.8379 1.105 -1.043 -0.335
O -3.3259 -6.2239 -8.0832 1.466 0.516 3.095
O -1.6439 3.7341 6.9303 0.093 -0.594 -0.334
O 4.9741 -5.5833 -2.5351 0.827 -0.290 -0.539
O 2.9113 5.2928 -1.1618 0.275 0.309 -0.471
O 1.6211 0.6597 -5.7003 -0.237 -0.113 0.262
O 0.3131 -0.5519 -2.9227 0.852 -0.481 1.838
O 0.9140 4.7137 -3.9709 -0.229 -0.380 0.345
O -2.7504 -1.0683 -6.0684 0.908 -1.248 -1.979
O 2.1379 -5.6553 6.3327 -0.924 -2.516 -0.683
O 1.5790 8.4284 -1.2133 -0.427 -0.800 1.213
O 4.8067 1.2509 -5.9492 0.058 0.227 -1.275
N 1.4290 1.1184 0.0212 -2.609 -0.169 -0.887
N -3.8855 4.9557 8.1595 1.534 1.330 -0.370
N 1.5575 -3.0955 3.8810 -0.218 0.026 1.388
N -3.7536 -3.8708 -5.8483 0.762 -1.186 -0.787
C 2.5266 2.5321 1.7884 0.640 0.724 -1.932
C 1.5726 -0.0229 -0.9744 0.928 1.669 2.244
C 3.7152 -5.0013 -2.4394 -0.704 1.408 -0.703
C -2.7598 -2.1625 -7.0709 0.540 1.165 -0.244
C -4.2983 -6.1237 -7.0494 0.464 1.364 -0.197
C 2.3687 -2.2950 3.0262 -0.308 0.565 -0.900
C 1.4627 7.1682 -0.4510 -0.146 1.612 -0.104
C 3.7759 1.5572 -5.0392 0.532 -0.150 0.367
C 2.3356 -3.9575 4.7614 -0.123 -0.797 -0.725
C 1.5442 2.6145 3.9345 -0.159 -0.126 -0.128
C -5.7243 4.3156 9.7106 -2.721 0.808 -0.835
C -5.3492 4.7615 8.2565 2.068 -1.233 -0.176
C 0.2837 -0.5957 -1.4808 -0.676 0.494 -0.677
C 2.8274 -3.0998 1.8376 -0.031 -0.584 -0.815
C 1.8464 -7.0747 6.5183 0.814 0.250 1.949
C 2.8048 6.4776 -0.3826 0.281 -1.405 -0.741
C -2.3158 0.0652 -6.7756 -0.965 1.885 0.209
C -0.4776 -1.5052 -3.6121 0.482 1.194 0.889
C -5.1547 5.6593 11.6268 1.593 2.147 -1.494
C 3.3152 -4.0586 -3.7090 -0.641 -0.174 2.656
C 2.7722 0.4122 -4.9172 1.576 0.387 0.288
C -3.7998 -6.3447 -9.3372 0.012 -0.238 -1.492
C 0.7753 -4.3174 1.1393 -0.321 1.089 -0.842
C -2.1469 2.8021 5.9340 0.305 1.041 -0.180
C 1.4789 -5.1873 5.1511 1.568 1.411 0.684
C 0.1160 3.5947 -3.5451 0.124 0.999 -0.261
C -3.2694 5.5531 6.9103 -1.593 -0.827 0.801
C 2.6995 1.6270 0.4649 -1.307 -0.883 2.225
C -1.8026 5.1431 6.6987 -1.597 -0.659 -0.028
C -3.7938 -5.2971 -5.7490 -2.362 -1.739 -1.093
C 0.6743 2.8373 -2.3321 -0.591 -0.527 -0.480
C -2.4893 -3.4423 -6.4133 -0.406 0.295 1.007
H -4.6484 -7.1397 -6.8672 0.127 -0.142 0.836
H 2.6640 0.2699 -3.8420 -1.139 -0.233 -0.042
H 2.7882 -3.4685 5.6240 -1.154 0.445 0.574
H -3.4008 6.6351 6.9129 0.233 0.098 0.097
H -4.4848 -7.1879 -9.4255 -0.409 -0.022 -0.250
H 0.6837 3.1297 3.5074 -0.095 0.296 0.121
H 4.4437 1.2618 -6.8379 0.062 -0.004 -0.243
H 3.0485 2.0224 -0.4891 1.339 0.682 0.810
H 0.0782 -4.3333 0.3015 0.300 -0.163 -0.336
H 0.0597 -1.5522 -1.0084 0.413 -0.627 -0.589
H 1.0877 -5.3424 1.3389 0.727 0.116 -0.066
H -6.7348 3.9071 9.7199 -0.191 -0.612 -1.075
H 0.8622 0.8256 0.8042 -0.010 -0.238 0.189
H -5.1621 -5.6106 -7.4722 -0.226 0.422 0.143
H 3.0898 6.1627 0.6213 -0.079 0.634 0.397
H -0.3224 -1.0322 -4.5818 -1.057 -1.100 -0.562
H 2.5946 -7.5793 7.1296 0.955 0.724 0.029
H 3.4484 3.0896 1.9548 0.605 -0.416 0.214
H -4.8626 4.9010 12.3533 -0.912 -0.365 -0.082
H 0.9048 5.3605 -3.2615 0.190 0.082 0.167
H -2.0627 -4.2030 -7.0671 -0.529 0.041 -0.289
H 3.7540 -2.6384 1.4960 -0.469 0.296 -1.302
H -5.8585 5.6171 7.8130 -0.180 0.337 0.981
H 3.0155 -5.8318 -2.3454 -0.265 0.076 -0.533
H -4.0414 -3.4077 -4.9981 0.346 -0.007 -0.040
H 0.9789 -3.6464 3.2631 0.050 -0.101 0.637
H -5.3423 6.6509 12.0385 -1.263 -0.437 0.791
H 3.1561 0.7126 0.8439 1.556 0.213 -0.216
H 0.4658 -4.8094 5.2888 -0.270 -0.174 0.561
H 0.5655 6.6560 -0.7984 0.508 -0.780 -0.492
H 5.6185 -4.8732 -2.4898 0.208 0.005 -0.046
H 3.4502 -2.2663 -4.3277 0.311 0.278 0.028
H 1.7923 -1.4367 2.6811 -0.207 0.090 -0.304
H 1.4222 -5.9903 4.4162 0.303 0.154 -0.347
H -0.9212 3.9093 -3.4292 -0.155 0.296 0.848
H -5.2203 3.4948 10.2208 1.170 0.444 -0.303
H -3.0319 0.3309 -7.5533 -0.151 -0.197 -0.377
H 3.2876 -0.4614 -5.3164 0.127 -0.178 0.105
H -0.0054 3.0394 -4.4752 0.681 -0.947 0.391
H 4.4264 1.7395 -4.1838 -0.856 -0.201 0.809
H -4.6736 -5.4371 -5.1209 0.353 -0.808 0.679
H -1.6226 1.8504 6.0213 -0.094 0.135 0.505
H 2.1622 -0.7153 -0.3735 0.199 -0.787 -0.718
H -3.7218 -2.2033 -7.5817 -0.053 0.238 0.034
H 3.5501 7.1497 -0.8077 0.045 0.138 0.389
H 3.1946 -4.0858 2.1224 -0.299 -0.254 0.334
H 1.9548 8.2223 -2.0722 0.006 -0.213 -0.079
H -0.0080 2.0264 -2.0771 0.038 -0.487 -0.910
H -2.9194 -6.5635 -9.9414 -0.175 0.045 -0.387
H 3.1985 -1.8023 3.5330 0.218 -0.436 0.276
H -1.1934 5.7281 7.3877 0.401 -0.556 -0.042
H -1.3343 0.0962 -7.2485 0.330 -0.869 0.178
H 1.8446 -7.7573 5.6686 -0.642 0.744 -0.601
H 1.0387 -7.2019 7.2391 -0.940 0.105 -0.783
H -5.5624 3.9840 7.5229 -0.686 -0.661 0.160
H -1.7011 -3.2420 -5.6875 0.148 -0.139 0.505
H 2.3639 -3.5624 -3.5168 -0.969 -1.465 0.204
H -1.4696 -1.4861 -3.1608 -0.516 0.119 -0.758
H -0.1177 -2.5253 -3.4777 0.379 -0.147 -0.361
H -0.5684 0.0014 -1.1561 -0.090 0.511 0.094
H -1.5698 5.3436 5.6529 0.331 0.325 -0.016
H -1.9666 3.1244 4.9085 0.440 0.497 -0.119
H -4.2244 6.0237 11.1912 0.822 -0.795 -0.384
H 1.6741 2.4481 -2.5245 0.025 -0.157 -0.611
H 3.2204 2.4761 -5.2269 0.071 0.209 -0.350
H -4.2368 -5.3988 -9.6574 -0.430 -0.021 -0.400
H 3.6628 -4.5151 -1.4652 -0.325 0.765 -0.133
H 1.1872 7.3672 0.5847 0.024 0.965 -0.037
H 1.8631 3.3754 1.5968 -0.801 -0.153 -0.214
H 2.2452 3.3250 4.3725 0.172 0.195 -0.212
H -2.3408 0.9491 -6.1382 0.048 -0.198 0.498
H 2.2738 4.6622 -0.8190 -0.519 -0.386 -0.246
H 3.2621 -4.7540 -4.5467 0.408 0.471 -0.503
H 0.1019 -4.0222 1.9440 0.169 0.271 0.206
H -3.3742 4.0934 8.2825 -0.297 -0.264 0.273
H 0.9224 2.7494 -0.5237 -0.081 -0.811 0.939
H 1.1979 1.9868 4.7555 0.064 -0.249 -0.240
H 2.1817 0.4248 -1.7597 -0.105 -0.502 -0.245
H -1.9755 -2.0535 -7.8199 0.157 0.821 -0.057
H -3.2269 2.6555 5.9255 -0.155 -0.028 0.711
H 1.4783 -0.1340 -6.2211 -0.235 0.111 -0.042
H -2.8840 -5.7886 -5.4045 0.056 0.026 0.417
H -3.8407 5.1915 6.0554 -0.158 -0.090 -0.449
H 3.2970 -4.2458 4.3362 0.035 -0.742 -0.859
```
Forces are in eV/Å.

Among the records above, which one has the lowest E_tot? C32H84F3N12O10P4V